Density functional theory data (the ωB97M-V functional and the def2-TZVPD basis) for a cluster of 2 separate species, C25H32O4 in total in a non-equilibrium geometry.

```
61
C25H32O4 (the ωB97M-V functional and the def2-TZVPD basis)
C 2.493 -0.733 4.143
C 1.837 -1.470 2.984
C 1.265 -0.449 2.011
C 0.686 -1.095 0.770
C 1.646 -1.904 -0.048
C 1.181 -3.230 -0.433
O 1.715 -4.142 -1.064
O -0.081 -3.408 0.031
C -0.726 -4.609 -0.456
C -2.129 -4.538 0.091
C 2.427 -1.206 -1.054
O 2.910 -1.626 -2.096
O 2.557 0.087 -0.671
C 3.401 0.917 -1.497
C 3.192 2.318 -0.978
H 2.960 -1.429 4.838
H 3.248 -0.040 3.758
H 1.744 -0.153 4.686
H 2.561 -2.109 2.452
H 1.024 -2.132 3.318
H 0.468 0.106 2.521
H 2.027 0.286 1.726
H -0.112 -1.770 1.074
H 0.248 -0.316 0.135
H -0.728 -4.603 -1.560
H -0.153 -5.483 -0.105
H -2.701 -5.408 -0.231
H -2.124 -4.503 1.183
H -2.625 -3.640 -0.299
H 4.446 0.582 -1.403
H 3.111 0.816 -2.550
H 3.844 3.030 -1.489
H 2.155 2.606 -1.168
H 3.389 2.377 0.101
C 6.991 -5.690 -4.186
C 6.465 -4.828 -3.082
C 5.080 -4.717 -2.888
C 4.570 -3.957 -1.863
C 5.405 -3.203 -1.001
C 4.839 -2.307 -0.048
C 5.583 -1.204 0.460
C 5.442 -0.676 1.774
C 6.371 0.238 2.264
C 7.433 0.689 1.461
C 7.464 0.335 0.107
C 6.538 -0.566 -0.388
C 6.814 -3.365 -1.182
C 7.325 -4.144 -2.210
H 7.905 -5.281 -4.631
H 7.223 -6.696 -3.814
H 6.228 -5.800 -4.964
H 4.393 -5.228 -3.565
H 3.499 -3.872 -1.740
H 3.884 -2.566 0.414
H 4.650 -1.073 2.410
H 6.298 0.589 3.296
H 8.207 1.341 1.867
H 8.217 0.752 -0.564
H 6.557 -0.832 -1.452
H 7.500 -2.845 -0.512
H 8.408 -4.220 -2.343
```

## Properties
Energy relative to the best compared isomer or geometry (same formula, charge and spin), eV: 1.619
Orbital gap, eV: 3.974
Total energy, eV: -34631.80192
Total charge: 0
Molar mass, g mol⁻¹: 396.527